Formula: C31H20BrMgN9OS3
Source: OMol25
Level of theory: ωB97M-V/def2-TZVPD

The relative energy (zero: lowest compared OMol25 entry of this formula, charge and spin) is 1.426 eV. The maximum force comes out at 3.5 eV Å⁻¹. The charge is -2.

Each line ends with the Mulliken charge.
Cartesian coordinates (Å):
Br1 -0.507814 -4.509814 4.783458  -0.23
S1 2.989149 -1.065819 0.990057  -0.35
S2 3.355735 0.990647 -1.970409  -0.50
S3 2.319697 -2.188848 -1.927461  -0.38
Mg1 1.338675 0.020469 -0.621426  1.43
O1 -0.550941 -0.455107 -1.555962  -0.58
N1 -5.254718 -1.123072 1.146973  -0.39
N2 1.860994 1.662841 1.225142  1.04
N3 0.367622 2.090788 -0.884785  0.19
N4 5.372242 0.682560 -7.700071  -0.64
N5 3.733262 -2.919092 -7.926712  -0.64
N6 2.496144 1.329673 2.310835  -1.69
N7 3.828201 -0.120336 3.340257  -0.44
N8 -0.395554 -0.081119 1.142486  0.10
N9 -5.331495 -1.913234 2.146480  -0.74
C1 1.331618 3.804222 2.380359  -1.73
C2 -0.368735 0.169392 2.441339  0.06
C3 4.144112 0.375976 -4.461673  -1.14
C4 -1.599718 -0.378787 0.557169  -0.20
C5 -1.949766 -3.668474 3.833766  0.00
C6 -4.045938 -0.752825 0.519637  -0.30
C7 -4.054634 -0.538210 -0.844112  -0.31
C8 -4.032535 -2.442902 4.096631  -0.23
C9 -0.965221 4.403321 -1.367072  -0.28
C10 3.697744 -1.670040 -5.684695  0.53
C11 3.039009 -1.465313 -3.351086  0.40
C12 3.741754 -2.370542 -6.908094  0.11
C13 -0.194046 2.279988 -2.056623  -0.29
C14 -2.693214 -0.223738 2.660729  -0.68
C15 -2.830412 -2.934954 4.666664  -0.44
C16 -2.871223 -0.331723 -1.563430  -1.15
C17 4.888846 0.244550 -6.769164  0.04
C18 -0.176084 4.323590 -0.268546  -0.91
C19 3.033166 -2.146046 -4.517780  -0.80
C20 1.237572 2.823809 1.234108  0.50
C21 -2.792667 -0.530649 1.258403  1.18
C22 -1.620408 -0.384163 -0.908528  1.07
C23 -2.170359 -3.827533 2.478212  -0.45
C24 -4.161916 -2.496098 2.729792  0.17
C25 -1.583990 0.241322 3.198261  -1.46
C26 0.501376 3.102714 0.004148  0.06
C27 -3.325540 -3.286253 1.918246  -0.10
C28 3.067385 0.108296 2.235206  0.44
C29 -0.929770 3.441200 -2.353164  -0.95
C30 4.261718 -0.384839 -5.638292  0.71
C31 3.464198 -0.125136 -3.335449  0.40
H1 -2.604231 -2.736964 5.732424  0.40
H2 -1.697248 5.212098 -1.507712  0.33
H3 -4.895022 -0.864312 -1.404892  0.35
H4 -1.586521 3.449186 -3.220985  0.37
H5 -0.033225 5.175589 0.375923  0.45
H6 4.506846 1.452054 -4.437896  0.26
H7 -2.990943 -0.397506 -2.672749  0.29
H8 4.151734 -1.070829 3.455063  0.23
H9 -3.638451 -0.102885 3.155828  0.70
H10 2.146869 4.542050 2.430132  0.22
H11 1.396402 3.212863 3.335318  0.37
H12 -0.186381 1.416787 -2.735117  0.50
H13 -1.476788 -4.413092 1.851611  0.42
H14 0.602352 0.352419 2.924284  0.35
H15 3.672952 0.485521 4.123951  0.25
H16 -3.585377 -3.265877 0.876412  0.47
H17 -1.463233 0.598111 4.207984  0.43
H18 0.424286 4.331260 2.565916  0.47
H19 -4.824403 -2.082109 4.776589  0.36
H20 2.416864 -3.055055 -4.515913  0.37

Cartesian forces, eV/Å:
Br -0.009 0.134 -0.531
S 0.046 0.525 1.050
S -0.499 -0.556 -0.418
S -0.168 0.024 -0.280
Mg 0.257 0.061 -0.081
O 0.833 0.109 0.197
N 0.163 -1.214 0.095
N -1.293 1.420 -0.691
N 1.074 0.017 0.556
N 0.893 0.977 -1.561
N 0.120 0.132 0.400
N 0.913 -0.487 0.664
N 0.259 -0.843 -0.200
N -0.322 -0.426 0.482
N -0.002 1.272 -0.493
C 0.045 -1.183 1.538
C -0.583 -0.112 -0.602
C -0.151 0.759 -0.357
C -0.074 0.634 -0.076
C -0.487 0.923 1.686
C 0.470 0.288 2.097
C 1.616 -0.618 -0.028
C 1.258 -0.557 1.542
C -1.388 0.894 -1.475
C -0.457 0.332 1.092
C -1.204 0.624 2.253
C -0.407 -0.741 -0.861
C -1.032 0.393 -0.709
C -2.859 0.508 -1.900
C -0.497 -0.284 -0.747
C -1.433 -0.512 -0.383
C -0.923 -1.444 1.497
C 1.395 -0.835 1.333
C 0.263 -1.146 -2.586
C 1.053 -0.425 -0.330
C -0.089 0.377 0.107
C 0.281 -0.313 -0.769
C -0.086 -0.832 -0.872
C -0.957 -1.006 -1.138
C 3.389 -0.122 0.419
C -0.973 0.481 -0.748
C 0.334 1.085 1.318
C 0.080 -0.001 -0.259
C 0.045 -1.371 0.214
C 0.189 0.905 0.774
C 1.502 1.744 0.181
H -0.177 -0.515 -0.803
H 0.662 0.030 0.174
H -1.071 0.363 -0.276
H 0.311 0.201 0.111
H -0.253 -0.008 0.329
H -0.431 -1.617 -0.063
H 0.730 0.269 1.079
H -0.102 0.316 0.211
H -0.168 -0.144 0.448
H 0.008 -0.425 -0.512
H 0.389 0.301 -0.916
H 0.072 0.488 0.251
H -0.368 0.374 0.480
H -0.521 0.047 -0.417
H 0.076 0.038 0.148
H 0.371 -0.424 -0.367
H -0.430 -0.023 0.266
H -0.932 0.687 -0.465
H 0.534 0.298 -0.753
H 0.714 0.151 -0.325

---

Formula: C31H20CaCl3I2N5O4
Source: OMol25
Level of theory: ωB97M-V/def2-TZVPD

The relative energy (zero: lowest compared OMol25 entry of this formula, charge and spin) is 1.606 eV. The maximum force comes out at 4.5 eV Å⁻¹.

Each line ends with the Mulliken charge.
Cartesian coordinates (Å):
I1 -2.523681 -5.851519 4.896712  0.02
I2 2.173459 -3.781638 1.674648  0.00
Ca1 -0.099612 -0.292622 0.336487  2.33
Cl1 -3.071219 4.356249 -5.069962  -0.24
Cl2 -0.433312 -0.243672 -4.065619  -0.23
Cl3 -2.060364 2.869629 0.003309  -0.26
O1 5.787462 4.717173 -0.751128  -0.60
O2 0.422893 -1.225028 1.976976  -0.80
O3 -0.815047 0.496284 -1.275089  0.05
O4 6.253682 2.877925 -1.749380  -0.60
N1 1.962502 0.114298 -0.634891  -0.18
N2 -2.255805 -0.428446 1.309149  -0.29
N3 5.538055 3.563998 -1.045505  0.98
N4 -1.059274 -2.219621 -0.444621  0.65
N5 0.836941 1.595294 1.357575  0.23
C1 3.728286 1.744759 -0.945937  0.59
C2 -1.214471 1.200582 -3.509081  0.55
C3 0.947185 3.396643 2.932272  -1.14
C4 2.102620 3.860211 2.364330  -0.73
C5 -1.924823 2.569649 -1.702278  1.12
C6 2.571035 1.262639 -0.283445  0.17
C7 -1.283447 1.368148 -2.101991  -1.60
C8 3.813467 3.630162 0.602916  -0.45
C9 2.443874 -0.581996 -1.639895  -0.17
C10 -3.109936 -3.237865 -1.084330  -0.99
C11 -2.442256 -4.110021 -1.922292  -0.40
C12 -0.229927 -2.196971 2.509311  0.37
C13 -0.419093 -3.075343 -1.243917  -0.65
C14 0.343668 2.263363 2.376486  -0.27
C15 -1.734191 2.103779 -4.411057  -0.79
C16 3.550514 -0.174671 -2.382426  -1.16
C17 -2.190509 -3.080015 3.673161  -0.64
C18 -2.362896 3.244753 -3.941032  0.42
C19 -2.383981 -2.294639 -0.361638  0.83
C20 2.648048 3.171737 1.267671  1.05
C21 -1.567085 -4.307798 3.825167  -0.30
C22 -0.318184 -4.541518 3.268736  -0.44
C23 -2.455059 3.491969 -2.583471  -0.84
C24 1.992204 2.013011 0.812661  -0.53
C25 -2.234668 -0.728887 2.751743  -1.11
C26 4.189767 0.988978 -2.044159  -0.57
C27 -1.059953 -4.030657 -2.006063  -1.22
C28 0.310022 -3.504831 2.613062  -0.36
C29 -3.120191 -1.317796 0.533991  -1.25
C30 4.327392 2.966732 -0.458234  -0.21
C31 -1.554438 -2.045954 3.009296  0.99
H1 3.901392 -0.764243 -3.217318  0.46
H2 4.302380 4.531631 0.942979  0.55
H3 -4.187661 -3.283000 -0.990501  0.51
H4 -2.939271 4.385512 -2.216311  0.45
H5 0.147923 -5.513592 3.347113  0.39
H6 -1.680272 0.070197 3.251727  0.13
H7 -3.185718 -2.926801 4.074266  0.40
H8 -2.990625 -4.846131 -2.495078  0.43
H9 0.660728 -3.002734 -1.245435  0.57
H10 -3.247903 -0.751221 3.173010  0.52
H11 -2.563038 0.528022 1.171086  0.16
H12 2.602233 4.745796 2.736837  0.46
H13 1.920412 -1.493024 -1.896650  0.33
H14 -3.765328 -1.903407 1.198479  0.50
H15 5.039992 1.321626 -2.609803  0.55
H16 0.493513 3.897878 3.775229  0.45
H17 -3.779428 -0.723475 -0.104090  0.51
H18 -0.594922 1.905946 2.784203  0.34
H19 -0.495521 -4.695786 -2.644274  0.48
H20 -1.658539 1.920349 -5.473688  0.44

Cartesian forces, eV/Å:
I 0.107 0.226 -0.173
I -0.177 -0.078 0.165
Ca 0.609 0.080 0.288
Cl -0.008 0.118 -0.072
Cl 0.043 -0.095 -0.177
Cl -0.061 0.096 0.237
O -0.124 -0.123 -0.109
O 0.711 -1.775 3.278
O -1.824 2.352 -3.435
O -0.182 -0.083 0.007
N 1.106 0.241 -0.422
N -0.894 0.138 0.367
N 0.441 0.205 0.072
N -0.593 -1.149 -0.445
N 0.455 0.712 0.397
C -0.054 -0.153 -0.052
C 0.039 0.039 0.419
C 0.048 0.080 0.010
C 0.005 -0.033 -0.039
C 0.184 -0.381 -0.236
C 0.424 0.180 -0.231
C -0.227 0.132 -0.348
C 0.375 0.018 -0.274
C -0.009 0.078 -0.030
C -0.031 -0.017 -0.027
C -0.022 0.064 0.073
C 0.091 -0.620 0.469
C -0.111 -0.155 0.020
C 0.007 0.090 0.031
C -0.003 -0.023 -0.092
C 0.129 0.118 -0.044
C -0.036 -0.039 -0.032
C 0.017 -0.053 0.073
C -0.049 -0.134 -0.030
C -0.303 -0.289 -0.010
C -0.173 -0.347 0.214
C -0.081 0.024 -0.002
C 0.004 -0.035 -0.050
C 0.230 0.476 0.160
C 0.082 -0.238 0.152
C -0.106 -0.040 0.071
C 0.034 -0.012 -0.032
C 0.321 0.302 -0.220
C -0.051 -0.067 -0.063
C -0.476 0.021 0.351
C 0.178 0.144 -0.158
H -0.057 -0.034 0.003
H -0.007 0.011 0.003
H 0.001 0.033 0.029
H -0.013 -0.010 0.008
H 0.026 0.012 -0.015
H -0.024 0.043 -0.056
H -0.007 0.012 -0.019
H 0.004 -0.002 -0.008
H 0.046 -0.036 -0.013
H 0.021 0.022 0.002
H -0.095 -0.008 -0.009
H -0.020 0.008 0.009
H -0.015 -0.025 -0.010
H -0.032 0.038 -0.006
H 0.091 0.025 -0.011
H -0.018 -0.027 0.001
H 0.023 0.022 0.011
H 0.012 -0.057 -0.007
H 0.022 0.006 0.028
H -0.003 -0.024 0.010

---

Formula: C31H21Br2N5O3SZr
Source: OMol25
Level of theory: ωB97M-V/def2-TZVPD

The maximum force comes out at 1.2 eV Å⁻¹. The charge is +2.

Each line ends with the Mulliken charge.
Cartesian coordinates (Å):
Zr1 0.299560 0.211185 -0.391934  1.19
Br1 -0.034812 7.151928 -1.600920  -0.14
Br2 -0.758671 3.867496 2.862864  -0.10
S1 -2.220449 -0.482007 -1.448528  1.51
O1 0.242972 1.649781 0.942629  -0.92
O2 -3.077869 -0.649228 -2.562656  -0.70
O3 -1.555645 0.872495 -1.263498  -0.58
N1 5.835531 2.993737 2.014398  -0.37
N2 2.687235 0.286315 -0.323755  0.19
N3 -0.844221 -1.300867 -1.416610  -0.54
N4 0.915589 1.939984 -1.714261  0.23
N5 0.871345 -1.862988 0.480040  0.45
C1 -0.300118 5.277193 0.463310  -0.29
C2 4.751551 -0.234146 -1.413380  -1.06
C3 -4.451253 -0.865465 0.018415  -0.68
C4 1.221234 2.054636 -2.993439  -0.32
C5 -1.416809 -3.704125 -1.675006  -0.53
C6 1.209786 3.277602 -3.665658  -1.16
C7 0.479060 4.324089 -1.615332  0.47
C8 0.249867 -2.941301 -0.110443  0.25
C9 -1.155589 -5.040777 -1.275284  -0.86
C10 -3.056809 -0.681923 2.432351  -1.69
C11 1.441201 -4.455710 1.326222  -0.52
C12 -0.240133 3.997378 1.070925  -0.09
C13 -4.454397 -0.775607 2.440377  0.94
C14 0.832714 4.400607 -2.979171  -0.66
C15 3.331429 1.132625 0.483431  -0.27
C16 -0.214265 -5.317405 -0.329188  -0.93
C17 0.196861 2.911687 0.376098  0.98
C18 2.052819 -3.377052 1.913752  -1.09
C19 -5.219081 -0.775864 3.731757  -1.46
C20 5.337414 2.255967 1.290003  -0.32
C21 3.389725 -0.384077 -1.252499  -0.27
C22 0.052799 5.443576 -0.841063  -0.21
C23 4.702778 1.330432 0.389872  -0.07
C24 0.557869 3.062521 -0.998424  0.40
C25 -5.128268 -0.881773 1.228398  -0.79
C26 0.507099 -4.260936 0.289575  0.83
C27 1.740611 -2.094996 1.456451  -0.35
C28 -0.713607 -2.684172 -1.108342  0.26
C29 -3.067339 -0.770988 0.035835  0.31
C30 5.426819 0.642058 -0.576049  -0.09
C31 -2.369483 -0.691677 1.238567  0.48
H1 -2.159332 -3.499894 -2.436465  0.60
H2 2.762688 -3.491658 2.719674  0.46
H3 2.839132 -1.075233 -1.883130  0.50
H4 5.268987 -0.795853 -2.177696  0.49
H5 -5.983127 0.001562 3.730410  0.38
H6 2.213066 -1.229386 1.905192  0.57
H7 6.494474 0.794094 -0.663775  0.55
H8 1.661142 -5.461321 1.663963  0.49
H9 1.476407 3.310859 -4.711475  0.45
H10 -1.715530 -5.840745 -1.739378  0.43
H11 -0.631900 6.117485 1.056142  0.47
H12 -0.014566 -6.337554 -0.028379  0.46
H13 -4.983859 -0.904124 -0.921965  0.57
H14 0.792819 5.361465 -3.474620  0.38
H15 -6.208165 -0.961366 1.224423  0.46
H16 -2.520501 -0.617946 3.369907  0.40
H17 -4.568095 -0.608424 4.587316  0.36
H18 -1.276226 -0.693942 1.289082  0.94
H19 1.476809 1.143342 -3.521898  0.52
H20 -5.722739 -1.733856 3.867844  0.35
H21 2.743440 1.672261 1.215017  0.75

Cartesian forces, eV/Å:
Zr 1.153 0.254 -0.109
Br -0.001 0.092 -0.063
Br 0.016 -0.167 -0.003
S -0.064 0.107 -0.146
O 0.029 0.326 -0.534
O 0.116 0.053 -0.095
O -0.214 -0.268 -0.012
N -0.037 -0.018 -0.026
N -0.240 -0.102 -0.170
N 0.125 -0.484 0.283
N -0.210 0.239 0.382
N -0.073 0.035 -0.198
C 0.044 -0.189 0.019
C -0.008 0.035 0.047
C 0.021 -0.002 0.105
C 0.060 -0.013 -0.096
C 0.034 -0.282 -0.031
C 0.012 -0.126 0.048
C 0.139 0.158 -0.199
C -0.078 0.012 0.179
C -0.060 0.180 -0.086
C -0.121 -0.107 -0.004
C 0.035 -0.057 0.039
C -0.009 0.557 0.098
C 0.034 0.021 0.124
C -0.029 0.097 0.057
C 0.019 0.039 -0.037
C 0.066 0.031 0.054
C -0.058 -0.604 0.026
C -0.027 0.098 -0.053
C 0.054 -0.001 0.009
C 0.005 -0.050 -0.023
C 0.031 -0.080 0.035
C 0.013 -0.190 0.076
C 0.021 0.124 0.109
C -0.212 0.118 0.186
C -0.054 -0.014 -0.137
C -0.024 -0.179 0.012
C 0.012 -0.038 0.049
C -0.236 0.452 -0.065
C -0.158 0.075 0.179
C 0.029 -0.053 -0.057
C 0.009 -0.102 0.009
H 0.010 0.013 0.007
H -0.002 -0.024 -0.003
H -0.025 0.002 0.012
H 0.019 0.013 0.009
H -0.017 -0.017 -0.034
H 0.002 0.004 0.013
H -0.004 -0.012 -0.008
H -0.008 -0.001 -0.014
H -0.005 0.027 -0.001
H 0.011 -0.008 0.013
H 0.000 0.007 -0.008
H 0.003 0.012 0.009
H 0.015 -0.003 -0.007
H 0.006 -0.009 -0.014
H 0.008 0.009 0.014
H 0.014 0.005 -0.007
H 0.015 -0.015 -0.014
H -0.152 0.035 0.020
H -0.002 -0.019 0.009
H -0.025 0.014 0.015
H -0.025 -0.006 0.007

---

Number 1: calculated total energy -5730.1862 Eh. Number 2: calculated total energy -4421.7170 Eh. Number 3: calculated total energy -7286.3439 Eh.